No. 1
# C43H41As2Cl2N3OPS2Ti

A molecular structure, C43H41As2Cl2N3OPS2Ti (the ωB97M-V functional and the def2-TZVPD basis, the OMol25 dataset).

Output
LUMO = -2.5 eV
HOMO energy = -9.5 eV
charge = +1
molar mass = 979.5 g mol⁻¹

XYZ file:
```
96
C43H41As2Cl2N3OPS2Ti the ωB97M-V functional and the def2-TZVPD basis
Ti 0.36 -0.68 0.13
O 0.76 0.77 2.31
C 0.57 1.07 1.13
C 0.62 2.46 0.63
C 1.22 3.48 1.37
C 1.46 4.71 0.79
C 1.11 4.93 -0.53
C 0.52 3.92 -1.28
C 0.26 2.68 -0.71
P -0.46 1.25 -1.59
C -0.16 1.73 -3.35
C 0.92 1.20 -4.05
C 1.18 1.60 -5.35
C 0.37 2.54 -5.96
C -0.71 3.07 -5.28
C -0.98 2.67 -3.98
C -2.24 1.66 -1.55
C -2.80 2.74 -0.88
C -4.17 2.93 -0.91
C -4.99 2.06 -1.60
C -4.43 1.00 -2.31
C -3.07 0.81 -2.29
H 1.53 3.26 2.39
H 1.93 5.49 1.36
H 1.32 5.88 -1.01
H 0.28 4.10 -2.32
H 1.55 0.47 -3.57
H 2.03 1.19 -5.87
H 0.58 2.86 -6.98
H -1.34 3.80 -5.75
H -1.83 3.09 -3.46
H -2.16 3.42 -0.33
H -4.60 3.77 -0.38
H -6.06 2.20 -1.59
H -5.06 0.34 -2.89
H -2.62 0.00 -2.85
C -1.65 2.57 2.93
C -2.47 1.65 2.11
N -2.06 0.70 1.34
C -3.10 0.02 0.77
C -4.34 0.48 1.13
S -4.21 1.81 2.20
C -2.89 -1.15 -0.06
C -3.90 -1.96 -0.52
S -3.28 -3.28 -1.42
C -1.68 -2.70 -1.10
N -1.63 -1.58 -0.42
C -0.50 -3.44 -1.58
H -0.80 2.05 3.37
H -2.26 3.00 3.73
H -1.26 3.39 2.32
H -5.31 0.11 0.85
H -4.95 -1.85 -0.37
H -0.76 -4.05 -2.44
H -0.10 -4.09 -0.80
H 0.28 -2.70 -1.85
C 4.28 -1.38 1.59
As 2.35 -1.79 1.54
C 2.61 -3.68 1.02
C 1.98 -2.07 3.45
C 2.98 -2.21 4.40
C 2.67 -2.43 5.73
C 1.35 -2.49 6.13
C 0.34 -2.32 5.20
C 0.64 -2.12 3.85
As -0.75 -1.89 2.48
C -2.32 -1.51 3.62
C -1.19 -3.82 2.33
H 4.82 -2.19 2.09
H 4.45 -0.43 2.11
H 4.65 -1.29 0.56
H 3.40 -4.13 1.62
H 2.89 -3.72 -0.03
H 1.69 -4.26 1.17
H 4.02 -2.15 4.10
H 3.47 -2.54 6.46
H 1.10 -2.66 7.17
H -0.69 -2.35 5.53
H -2.51 -2.34 4.30
H -3.20 -1.37 3.00
H -2.16 -0.59 4.20
H -1.24 -4.27 3.32
H -0.44 -4.37 1.74
H -2.16 -3.94 1.84
Cl 2.99 0.95 -0.11
C 3.38 0.11 -1.57
C 4.48 0.46 -2.32
C 4.77 -0.24 -3.48
C 3.94 -1.29 -3.86
C 2.83 -1.62 -3.12
Cl 1.82 -2.89 -3.72
C 2.46 -0.92 -1.94
N 1.36 -1.12 -1.24
H 5.11 1.28 -2.00
H 5.62 0.01 -4.08
H 4.16 -1.86 -4.75
```

Results of the Mulliken charge analysis, in e, for atoms 1 through 5: Ti -2.017; O -0.678; C 0.724; C -0.058; C -0.466



No. 2
# C43H41AsN2OS2W

A molecular structure, C43H41AsN2OS2W (the ωB97M-V functional and the def2-TZVPD basis, the OMol25 dataset).

Output
LUMO (alpha / beta) = 0.2 / -0.2 eV
⟨S²⟩ = 2.053
HOMO energy (alpha / beta) = -6.6 / -7.0 eV
charge = 0
molar mass = 924.7 g mol⁻¹
multiplicity = 3

XYZ file:
```
91
C43H41AsN2OS2W the ωB97M-V functional and the def2-TZVPD basis
W 0.02 0.33 1.47
O 1.68 -0.48 2.44
N 1.62 -1.08 3.64
C 2.77 -1.64 4.05
C 2.84 -2.28 5.25
C 1.69 -2.35 6.04
C 0.53 -1.77 5.60
C 0.47 -1.10 4.36
S -0.93 -0.33 3.77
H 3.59 -1.53 3.35
H 3.78 -2.72 5.56
H 1.71 -2.85 7.00
H -0.37 -1.80 6.19
S 0.65 2.57 2.24
C -0.84 3.45 2.62
C -0.82 4.49 3.55
C -1.98 5.20 3.85
C -3.18 4.89 3.22
C -3.21 3.87 2.28
C -2.05 3.16 1.99
As -1.86 1.77 0.69
C -1.16 2.73 -0.84
C -1.06 4.11 -0.86
C -0.35 4.74 -1.87
C 0.29 3.97 -2.83
C 0.19 2.58 -2.81
C -0.54 1.94 -1.82
C -3.63 1.23 0.19
C -4.28 0.28 0.98
C -5.55 -0.15 0.63
C -6.17 0.35 -0.51
C -5.52 1.29 -1.30
C -4.25 1.73 -0.95
H 0.11 4.73 4.05
H -1.94 5.99 4.58
H -4.08 5.44 3.46
H -4.14 3.62 1.77
H -1.54 4.70 -0.08
H -0.27 5.82 -1.89
H 0.86 4.45 -3.62
H 0.67 2.00 -3.59
H -1.75 0.24 -1.60
H -3.79 -0.12 1.86
H -6.06 -0.88 1.25
H -7.16 0.01 -0.78
H -6.00 1.68 -2.19
H -3.74 2.46 -1.57
C 0.00 -0.16 -0.45
C -0.68 0.42 -1.73
C -0.35 -0.25 -3.05
C 0.96 -0.50 -3.46
C 1.22 -1.09 -4.69
C 0.18 -1.45 -5.53
C -1.13 -1.20 -5.13
C -1.38 -0.61 -3.91
H 1.79 -0.22 -2.82
H 2.25 -1.28 -4.98
H 0.38 -1.93 -6.48
H -1.96 -1.48 -5.78
H -2.41 -0.42 -3.60
C 4.99 -3.62 -1.89
C 4.24 -2.45 -1.30
C 4.92 -1.32 -0.84
C 4.20 -0.24 -0.35
C 4.88 1.02 0.13
C 2.81 -0.30 -0.29
C 2.10 -1.44 -0.68
C 2.85 -2.49 -1.24
N 0.68 -1.45 -0.65
C -0.16 -2.66 -0.32
C 0.35 -4.00 -0.84
C -1.57 -2.47 -0.91
C -0.28 -2.75 1.19
H 6.03 -3.37 -2.07
H 4.54 -3.93 -2.84
H 4.96 -4.48 -1.22
H 6.00 -1.28 -0.89
H 5.93 1.04 -0.18
H 4.85 1.08 1.22
H 4.39 1.91 -0.26
H 2.28 0.57 0.05
H 2.36 -3.33 -1.69
H 0.47 -3.99 -1.93
H -0.40 -4.75 -0.60
H 1.28 -4.31 -0.38
H -1.52 -2.36 -1.99
H -2.08 -1.61 -0.49
H -2.16 -3.36 -0.68
H 0.69 -2.90 1.67
H -0.97 -3.53 1.51
H -0.73 -1.81 1.56
```

Results of the Mulliken charge analysis, in e, for atoms 1 through 5: W 0.547; O -0.577; N 0.293; C -0.385; C -0.791



No. 3
# C43H41BrIN7OS3V

A molecular structure, C43H41BrIN7OS3V (the ωB97M-V functional and the def2-TZVPD basis, the OMol25 dataset).

Output
LUMO (alpha / beta) = 3.7 / 3.6 eV
⟨S²⟩ = 3.871
HOMO energy (alpha / beta) = -0.5 / -3.1 eV
charge = -2
molar mass = 1025.8 g mol⁻¹
multiplicity = 4

XYZ file:
```
98
C43H41BrIN7OS3V the ωB97M-V functional and the def2-TZVPD basis
V 0.72 -0.51 -0.34
Br -1.17 -2.22 -1.14
C 0.01 -3.19 -2.27
C -0.51 -4.13 -3.10
C 0.38 -4.79 -3.99
C 1.71 -4.47 -4.03
C 2.24 -3.62 -3.07
C 3.62 -3.49 -2.92
C 4.15 -2.64 -1.96
C 3.33 -1.88 -1.14
C 1.95 -1.93 -1.27
C 1.39 -2.89 -2.21
H -1.61 -4.27 -3.16
H -0.01 -5.62 -4.58
H 2.38 -4.95 -4.73
H 4.29 -4.08 -3.55
H 5.25 -2.51 -1.99
H 3.80 -1.20 -0.39
C 3.98 1.69 1.44
C 3.11 0.75 0.97
N 2.37 0.88 -0.15
C 2.52 1.96 -0.90
C 3.50 2.94 -0.62
C 4.26 2.76 0.61
C 3.71 3.99 -1.58
C 4.32 5.24 -1.64
C 4.95 6.16 -0.75
C 5.06 7.53 -1.13
C 5.72 8.38 -0.31
N 6.21 7.96 0.88
C 6.01 6.70 1.23
N 5.41 5.81 0.47
H 4.49 1.55 2.40
H 2.91 -0.16 1.51
H 1.88 2.01 -1.76
H 5.01 3.52 0.84
H 3.18 3.79 -2.47
H 4.25 5.71 -2.59
H 4.74 7.86 -2.09
H 5.97 9.45 -0.52
H 6.40 6.33 2.20
S -7.60 0.60 -1.94
C -6.28 0.05 -1.10
S -5.02 0.94 -0.37
C -4.25 -0.53 0.29
N -4.95 -1.56 -0.02
N -6.06 -1.26 -0.81
C -7.06 -2.24 -0.87
C -8.26 -2.14 -0.19
C -9.19 -3.17 -0.33
C -8.89 -4.29 -1.08
C -7.67 -4.38 -1.77
C -6.77 -3.33 -1.64
S -2.74 -0.46 1.13
H -8.46 -1.26 0.42
H -10.16 -3.17 0.12
H -9.61 -5.11 -1.09
H -7.44 -5.30 -2.29
H -5.81 -3.38 -2.13
C -0.87 -3.47 2.71
C 0.64 -3.22 2.79
C 1.29 -3.58 1.47
C 0.94 -1.85 3.30
C 1.31 -1.75 4.64
C 1.38 -0.54 5.33
C 0.96 0.60 4.67
C 0.57 0.60 3.32
C 0.08 1.96 2.91
C -1.37 2.18 3.47
C -0.04 2.32 1.44
C 0.64 -0.61 2.64
N 0.52 -0.68 1.27
H -1.15 -4.44 2.26
H -1.33 -2.70 2.10
H -1.35 -3.37 3.71
H 1.02 -3.92 3.55
H 0.86 -3.05 0.61
H 1.35 -4.65 1.34
H 2.37 -3.24 1.46
H 1.55 -2.62 5.18
H 1.60 -0.47 6.41
H 0.85 1.54 5.16
H 0.73 2.69 3.39
H -2.03 1.58 2.81
H -1.56 3.23 3.43
H -1.55 1.92 4.52
H -0.72 1.70 0.90
H 0.83 2.27 0.81
H -0.38 3.34 1.44
N -2.08 2.10 -1.83
C -1.22 1.18 -2.25
O -0.22 0.79 -1.53
C -1.42 0.75 -3.61
I -0.31 2.90 -4.95
H -1.82 2.59 -0.99
H -2.51 2.65 -2.55
H -2.39 0.93 -4.01
H -0.83 -0.11 -3.86
```

Results of the Mulliken charge analysis, in e, for atoms 1 through 5: V -0.205; Br -0.125; C 0.901; C -0.767; C -0.569



Results for energy relative to the best compared isomer or geometry (same formula, charge and spin): 29.1, 0.0, 16.4 (in kcal per mole, following the order of the records).
Results for strongest force on any atom: 0.045, 0.014, 0.050 (in Eh/bohr, following the order of the records).
Results for E: -252566.6808, -134617.1631, -194072.1198 (in eV, following the order of the records).